(1)
# C37H60N3O27S5

A cluster of 6 separate species, C37H60N3O27S5 in total (the ωB97M-V functional and the def2-TZVPD basis, the Open Molecules 2025 dataset).

The calculation puts the total energy at -5632.12561 Eh. The HOMO-LUMO gap is 7.62 eV. Its HOMO energy is -11.0 eV.

```
! wB97M-V def2-TZVPD RIJCOSX def2/J DEFGRID3
* xyz 1 1
H 0.9631 -2.2430 4.9252
O 0.9139 1.1813 4.5916
O -4.8423 -5.4441 0.2648
H -2.4176 -1.1520 3.3913
N 0.4411 1.7387 0.3700
H -2.1216 3.7319 1.0255
H 2.6357 -6.1380 1.6660
O -1.7308 -0.8062 -0.8401
H 0.6618 0.6866 6.5748
O 1.8508 3.0814 3.3497
H -0.1375 -0.4160 -3.8376
C 3.9399 6.4798 1.4617
S 3.0439 5.3412 -0.5629
N -0.9867 2.6158 -1.2730
H -0.4983 -2.7946 -4.3323
C 2.9403 -6.7289 0.8083
C 3.2352 -5.8731 -0.4013
C 0.7499 -2.9060 4.0865
C -2.6442 -2.5731 -4.3435
H 1.4519 -4.7040 3.2777
C -0.5419 3.4736 -8.4747
H 5.3229 -0.4162 1.9574
O -3.5076 -0.3390 4.9966
H 0.6566 -1.4458 -0.8252
H 2.6008 0.3652 -1.3874
C -0.3318 2.2602 -9.3552
C 4.4672 0.0727 2.4368
H 3.0936 -1.3142 1.5711
O -3.9865 -0.6629 -0.8428
C -2.1915 0.1036 -3.7613
H 2.4961 -5.0746 -0.5110
H -4.3066 0.3541 -3.7992
O 1.8794 -7.5993 0.3991
H 3.8025 -7.3425 1.0779
H 3.0027 1.6311 2.0021
O 0.0228 1.2115 -8.4434
H -3.9944 -3.9908 1.4811
C 2.9892 -3.1387 2.9916
C 0.2654 2.7753 6.1699
H -0.5185 3.5128 -1.3353
C -3.7428 -4.6039 0.6186
C -1.1593 -0.7860 -3.9410
H 0.4542 2.4089 -10.0904
O -1.8975 0.6349 -7.0259
H 2.2041 2.7911 0.3520
C 3.9986 1.3081 1.6343
H 4.6966 2.1212 1.8780
H -0.2756 0.8237 -2.1651
H 2.2077 0.0622 0.2992
H -2.8787 2.0328 -3.0038
C 3.2761 -0.8886 2.5686
O -3.6754 -4.6799 -1.7068
H -1.1678 4.2262 -8.9471
C -1.9682 1.5711 -3.4008
H 3.4565 8.1318 0.1467
C -2.9989 1.2180 0.1284
C -1.1879 -1.4576 0.2472
H 4.7738 0.3576 3.4467
C -0.7496 1.9818 -0.0611
O 1.5981 3.1530 5.7971
O 2.9164 5.5752 1.0156
C -3.4900 -0.3533 -3.9154
O 3.6050 -3.7557 2.1470
C 0.1761 1.3073 5.8199
H -1.2542 1.9713 -9.8632
H -4.7025 -2.0507 -4.3209
H -0.4348 3.3710 5.5784
O 1.8113 5.7077 -1.1669
H -1.7604 2.0810 -4.3515
H 0.4095 3.9234 -8.1833
H -4.3084 0.2543 3.1220
C -3.6824 -1.6893 -4.2048
H 0.5400 1.2776 1.2726
H -4.7379 1.2070 4.5283
C 1.6980 2.0833 -0.3108
S 2.0669 2.3044 4.5243
O 3.6450 4.0720 -0.7844
O -1.7658 -1.6991 1.2776
C -1.3393 -2.1170 -4.2277
O -3.2841 -2.5589 4.5386
S 1.9676 -7.8602 -1.1861
N -1.7849 1.6105 0.8452
H -2.6080 2.1810 4.7464
H 4.2314 -5.4413 -0.3731
H 5.2001 7.8258 0.3067
C 1.6889 -3.6574 3.4717
H -3.2878 1.9571 -0.6399
H -4.1840 -2.9544 -0.7113
C -2.9554 -0.1459 -0.5642
H -2.8196 -3.6259 -4.5402
H 4.3682 2.0178 -0.4045
H -3.8684 1.1339 0.7806
O 3.3081 1.6971 4.8166
S -0.7331 1.4386 -7.0496
H 3.5972 7.0464 2.3232
C -3.4690 -3.7708 -0.6191
H -0.2602 -2.9617 3.6708
O 4.1314 6.4704 -0.8614
H 4.6830 0.2630 -0.1552
C 2.5904 0.8241 -0.3910
C 4.2198 7.3601 0.2634
C -3.9051 0.6798 4.0513
O -1.1779 2.9632 -7.2948
O -4.3228 -7.0417 -1.5374
H -4.0635 2.5018 2.2652
C -0.7405 1.7607 -2.4832
H 1.5648 2.6060 -1.2546
H 0.2647 -3.0167 -0.1514
S -4.8223 -5.7370 -1.3156
O 3.5185 -1.9657 3.4800
H -2.4638 -3.3680 -0.6517
H -1.7915 1.0968 3.6113
O 3.0992 -6.7623 -1.5138
O 2.5139 -9.1447 -1.4140
H 4.8171 5.8926 1.7396
H 0.8580 -1.6637 0.9145
C 0.2391 -1.9443 0.0610
H -3.1945 3.6625 3.2096
H 0.0965 2.9637 7.2263
H 0.0199 2.2826 -3.0798
H 2.4132 -0.2912 2.9030
C 4.0385 1.1097 0.0991
C -3.0828 2.6848 2.7243
H -2.8918 -5.2441 0.8651
C -1.9970 2.8435 1.6685
O 0.2309 1.4082 -6.0049
O -6.0517 -5.2926 -1.8635
O 0.7461 -7.4394 -1.7703
H -0.8495 0.9742 5.6844
C -3.0409 -1.4166 4.2729
H -1.0538 3.0234 2.2093
C -2.7271 1.6346 3.7998
*
```

These are the Löwdin partial charges, in e, on atoms 1 to 4: H 0.081; O -0.216; O -0.178; H 0.117

=====

(2)
# C37H62AsN4O10RbS3Si

A structure of composition C37H62AsN4O10RbS3Si (the ωB97M-V functional and the def2-TZVPD basis, the Open Molecules 2025 dataset).

The calculation puts the total energy at -6162.83263 Eh. The HOMO-LUMO gap is 6.44 eV. Its HOMO energy is -2.7 eV. The relative energy (zero: lowest compared OMol25 entry of this formula, charge and spin) comes out at 17.2 kcal/mol.

```
! wB97M-V def2-TZVPD RIJCOSX def2/J DEFGRID3
* xyz -2 1
H 1.0765 -2.9761 -2.7558
H 4.6983 -0.9486 -1.2214
C -5.9753 -3.5968 1.3710
H -0.1330 3.4054 3.9236
H 1.9940 -2.2066 4.7040
H -4.1655 -5.9143 -2.6527
H 1.5314 5.4692 -5.6250
H -0.5281 1.9822 0.2645
H 3.5458 0.7970 -4.9676
O -0.2911 -3.0917 2.9474
C 5.7585 -0.1190 -3.5784
H -3.1490 -3.8308 5.4215
H 5.9923 0.6353 -4.3334
N -3.7329 -4.2314 0.6236
H 3.5121 -0.9770 -4.8130
H 0.5045 5.6224 -3.3144
H -2.2836 4.0229 2.8740
H 3.0767 4.7200 1.0609
H -3.9627 -4.0940 -4.3843
H -5.7782 -4.0224 2.3572
H -4.2264 2.8767 2.2190
H -1.3826 5.0604 0.7636
C 3.9857 -0.9998 -2.0498
H 0.7004 4.2888 -2.1503
O 4.2851 1.3488 -2.4969
H 4.3677 5.5433 0.1690
O 2.7600 3.1429 -3.6093
H -0.0089 -3.6253 1.0906
H -5.2740 -3.2091 -3.6044
C -2.6823 -2.5691 7.1051
C -1.9531 -1.4614 7.5212
C -4.5599 -4.9073 -2.4729
H -3.2984 -3.1188 7.8060
C 4.3260 0.0507 -3.0957
C -0.7439 4.5269 1.4717
H 6.5108 3.2333 0.5193
H -5.2664 -0.5075 -0.9322
C 1.0715 -3.4461 -1.7842
C -4.3487 -0.1107 -1.3688
H -3.7341 -0.9595 -1.6731
Si 2.9754 2.3342 -2.1592
H 0.0557 4.0501 0.8965
H -2.7548 -4.0011 -2.2284
C -3.1966 -4.7332 -0.4750
H -3.2921 -4.4759 1.5115
C -4.6858 -3.1247 0.7171
C 3.3643 -0.0322 -4.2790
H 6.0525 2.4417 -1.0085
H 2.9842 -0.8300 -1.6539
C 1.7012 3.9813 -4.0511
C -1.1672 -0.7526 6.6297
H -1.6633 0.4431 -1.2267
C 3.0438 -1.7687 2.2792
H -4.6301 0.4378 -2.2727
C -4.8681 -4.2066 -3.7816
H 1.8045 -5.3188 0.7908
O -2.5138 -4.0587 3.1793
O 2.6780 -1.6354 1.2207
C -3.6628 2.3467 1.4575
C -1.5387 3.4915 2.2710
H 6.1759 4.2071 -0.9325
H -1.9974 -1.1400 8.5561
C -1.0837 -1.1391 5.2885
H -5.4725 -5.0203 -1.8810
C -2.2931 2.5489 1.3586
O 1.8951 -1.5866 5.4367
C -3.6253 0.7800 -0.3928
H 4.0300 -2.0047 -2.4829
C 0.5700 3.1118 -4.5835
C 4.0046 2.1829 0.8355
H 4.2158 1.2493 0.3084
H 5.9093 -1.1133 -4.0096
S 1.3306 1.4159 -1.4034
N -3.6147 -4.1036 -1.6955
H -5.5869 -4.7797 -4.3715
H 3.0956 5.4582 -4.7768
C -1.8162 -2.2656 4.8714
C -1.5972 1.8391 0.3852
H 6.4465 0.0086 -2.7397
As 1.4538 0.0555 4.8219
C 4.4106 3.3975 0.0074
H 0.2044 2.4522 -3.7949
H -0.2555 3.7333 -4.9474
C -2.2461 0.9656 -0.4734
Rb 0.2047 -0.9800 1.5405
H -4.2262 -2.3347 1.3130
C 1.8958 -4.4799 -1.2927
N 0.2116 -3.0237 -0.8679
C 5.8837 3.3135 -0.3743
O -0.3627 -0.4363 4.4026
H 2.7142 4.1774 -5.9380
H 2.9383 2.1924 1.0586
C 2.2935 4.8292 -5.1691
C 1.2043 4.8780 -2.9198
H 0.1944 2.2356 2.6494
H -4.8615 -2.7521 -0.2851
O -2.2389 -1.7855 2.3318
O 1.9563 0.0455 3.2254
H 2.0473 5.3942 -2.4544
H 4.5616 2.1790 1.7771
H 2.3285 0.0243 -3.9377
S -2.1120 -6.0122 -0.4876
H -6.4682 -4.3606 0.7643
H -5.3902 1.3340 0.6868
H -0.6090 0.1145 6.9590
H -1.1284 1.9447 3.7695
C 1.4779 -4.6566 0.0065
H -6.6645 -2.7586 1.5011
H 2.6849 -5.0045 -1.8044
H -0.2803 5.2609 2.1374
N 0.4816 -3.7818 0.2122
C -2.6078 -2.9655 5.7776
H 0.9362 2.4967 -5.4104
C 4.1330 4.6737 0.7877
O 3.6524 3.5133 -1.1949
S -1.7179 -2.8359 3.2010
H 4.7340 4.7150 1.7011
C -4.3181 1.4772 0.5908
C -0.6077 2.7242 3.2113
*
```

These are the Löwdin partial charges, in e, on atoms 1 to 4: H 0.098; H 0.086; C -0.079; H 0.080

=====

(3)
# C37H62F10NO18P3S

A cluster of 4 separate species, C37H62F10NO18P3S in total (the ωB97M-V functional and the def2-TZVPD basis, the Open Molecules 2025 dataset).

Its SMILES is CC(=O)N(C)C1=C(C[C@H](C)O)C(=O)C(S(=O)(=O)C(F)(F)C(F)(F)C(F)(F)F)=C(CCC(F)=C(F)F)C1=O.CCOP(=O)(OCC)OCC.CCOP(=O)(OCC)OCC.CCOP(=O)(OCC)OCC. The calculation puts the total energy at -5277.22705 Eh. The HOMO-LUMO gap is 7.51 eV. Its HOMO energy is -9.4 eV.

```
! wB97M-V def2-TZVPD RIJCOSX def2/J DEFGRID3
* xyz 0 1
H -9.0117 -1.5163 1.4214
C -2.7597 -2.4624 -1.8119
C -3.1116 1.3955 -0.0474
C 1.3014 -2.2409 -1.6553
P -0.8492 -0.7081 -1.4564
H 4.1833 8.2440 2.5506
O 0.1229 0.3464 -1.7562
H -4.8193 -2.7240 -1.2423
H 3.7129 -10.4535 -5.6458
H -10.0869 -3.4984 6.8712
H 3.3697 0.5864 1.5799
F 0.8073 7.4905 1.2215
H 4.5262 1.4884 0.6024
F 6.8523 9.9196 0.3550
O -6.7910 -2.4785 2.1585
C -1.7829 -9.1613 -5.6188
H 4.7280 -8.2197 -3.8227
H 3.2780 2.1502 3.9902
O 0.8405 -7.5656 -3.8175
H -4.5699 -1.3589 5.0443
H 4.5432 1.7080 2.3351
C -0.6760 -5.6616 -3.9139
C 3.8866 4.8076 2.1142
P 1.5903 -7.8437 -5.1987
H -7.4957 -3.4104 6.6238
H -3.1422 1.4134 -1.1392
C 1.9420 2.7178 2.3578
H -0.1586 -10.4797 -6.1363
H -4.3339 -1.0341 -1.4729
F 0.1843 9.4981 1.8779
H -0.8086 -4.6289 -3.5872
H 2.2515 -2.8028 0.1905
C 4.7800 -9.2275 -4.2349
H -9.3060 -4.9611 6.2548
C 3.5848 3.3055 -1.4041
H 1.4668 -1.5644 -2.4942
C 7.8223 7.7891 0.6133
F 8.2333 8.5315 -1.6271
C 2.3796 -2.0701 -0.6076
H 0.5651 -6.2771 -2.2751
C -10.5918 -2.6608 2.3437
O -6.4882 -1.3685 4.3549
H -3.2508 2.4121 0.3209
O 5.3453 5.5102 -1.5154
C 4.5915 6.5391 0.5093
H 2.6148 7.0868 4.5526
C -9.6024 -1.5139 2.3381
H -0.0500 -9.8237 -4.5128
H 1.9292 1.0587 3.7207
H -1.5328 -6.2404 -3.5640
H 1.0738 2.0530 -3.1412
P -7.4010 -2.3944 3.4864
H -4.5954 -2.0653 -2.8695
C -0.3342 -9.5885 -5.5354
H -3.9535 0.7918 0.2958
C 8.8244 8.2825 -0.4701
O -7.6264 -3.4886 4.5897
C 4.2010 6.2453 1.7555
H 2.3126 -1.0791 -0.1562
C 0.6168 -6.2287 -3.3631
H 4.7304 6.9400 3.6671
H -11.2029 -2.6399 1.4410
C 1.7230 2.9283 -3.0983
O 1.5541 4.5941 -1.3609
O 0.0157 -2.0291 -1.0681
H 4.6268 -9.9269 -3.4118
C 3.5701 3.8621 1.0305
O 0.5078 -8.5530 -6.0890
C -4.2139 -2.0498 -1.8480
C 2.2293 2.1107 3.7102
C 2.0533 3.2705 -1.6367
H -2.1420 -9.2060 -6.6473
H -11.2570 -2.5949 3.2059
H -0.6861 -5.6868 -5.0055
H 1.1918 3.7718 -3.5353
H -3.7180 0.1503 3.2140
O 2.4214 -9.1621 -4.7438
S 5.0246 8.1798 -0.0117
C 4.0330 7.2237 2.8769
H -10.1121 -3.8744 5.1365
O -1.5735 -0.4956 -0.0558
O -8.7509 -1.5471 3.4886
F 6.3989 8.8610 2.1640
H -2.4501 -2.7263 -0.8038
O -1.9384 -1.3973 -2.3507
F 9.6968 7.2795 -0.6671
C -9.5100 -3.9111 6.0438
H 1.6549 2.6464 4.4613
H -2.4079 -9.8111 -5.0064
H -10.1308 -0.5618 2.3794
H 2.0375 6.2932 3.0534
C -8.2225 -3.1390 5.8595
O 3.9906 9.0837 0.4077
F 8.5177 7.7407 1.7596
C -1.8042 0.8220 0.4557
C -5.0881 -1.2612 4.0881
C 4.6788 5.4328 -0.5127
O 0.8734 3.2540 2.1324
C 3.9174 4.1676 -0.2252
H -0.9699 1.4818 0.2137
H -5.3614 0.2137 2.5426
H -1.8992 -8.1324 -5.2799
C 1.7978 8.3625 3.1189
C 0.9521 8.4584 2.1097
H -5.0449 0.8916 4.1302
H -4.7516 -2.0745 3.4445
C 2.5829 7.1397 3.4654
O 5.3469 8.2542 -1.3992
O 3.9083 4.4979 3.2888
H -1.8318 0.7285 1.5413
F 7.4516 6.5392 0.3216
H 5.7748 -9.3899 -4.6520
F 1.9655 9.4304 3.9207
C 6.5852 8.7118 0.8545
H -10.0778 -3.6230 2.3947
F 9.5164 9.3306 -0.0416
H 1.4587 -5.5838 -3.6192
O 2.5771 -6.8122 -5.5173
C 3.7166 -9.4199 -5.2932
H 3.9101 -8.7771 -6.1523
N 2.8965 2.6271 1.2855
H 3.3709 -2.1980 -1.0449
H -2.5870 -3.3317 -2.4453
H 0.9307 4.5275 -0.6318
H -8.3902 -2.0676 5.9350
C -4.7801 0.0769 3.4549
H 4.0458 3.7015 -2.3067
C 3.8828 1.5418 1.4790
H 1.3124 -3.2611 -2.0464
H 3.9386 2.2820 -1.2658
H 2.6271 2.7100 -3.6688
H 1.5749 2.5543 -0.9706
*
```

These are the Löwdin partial charges, in e, on atoms 1 to 4: H 0.110; C -0.243; C -0.066; C -0.279